Record 1
The following is a quantum chemistry calculation of 2 unconnected molecules or ions with the total composition C2H2F2O, from the OMol25 dataset.

Each line ends with the natural charge from an NBO analysis.
Atoms and positions in Å:
C -1.235 -0.164 -0.391  0.417
C 0.804 0.041 0.434  0.474
O -2.148 0.155 0.203  -0.451
F 1.254 1.193 -0.024  -0.345
F 1.477 -0.907 -0.204  -0.350
H -1.161 -0.354 -1.449  0.138
H 1.009 0.037 1.430  0.117

For the HOMO energy, the calculation gives -9.0 eV. Its orbital gap is 9.68 eV. For the lowest unoccupied orbital energy, the calculation gives 0.7 eV. As for the energy relative to the best compared isomer or geometry (same formula, charge and spin): 215.08 kJ/mol.

***

Record 2
The following is a quantum chemistry calculation of a molecular structure, C46H42BrN4P2S2Se3TeY, from the OMol25 dataset.

Each line ends with the Mulliken charge.
Atoms and positions in Å:
Y 1.910 1.800 -0.857  -0.397
C -5.716 1.662 3.254  -0.544
S -5.648 0.335 2.040  -0.134
C -4.428 -0.734 2.851  -1.226
C -3.006 -0.189 2.863  0.482
C -2.470 0.033 1.448  -1.500
N -1.014 0.224 1.319  0.889
P -0.249 1.660 1.842  1.063
C -0.675 1.846 3.595  0.541
C -1.672 2.689 4.080  -0.392
C -1.963 2.731 5.435  -0.613
C -1.253 1.930 6.319  -0.652
C -0.248 1.099 5.846  -1.028
C 0.049 1.066 4.492  -0.781
C -1.088 2.985 0.942  0.473
C -0.993 4.305 1.384  -0.510
C -1.503 5.336 0.616  -0.808
C -2.085 5.069 -0.616  -0.709
C -2.140 3.766 -1.086  -0.824
C -1.641 2.729 -0.312  0.151
P 0.048 -1.094 0.892  1.694
C -0.124 -2.185 2.372  0.149
C 0.929 -2.113 3.281  -0.741
C 0.899 -2.831 4.470  -0.598
C -0.186 -3.644 4.758  -0.671
C -1.236 -3.741 3.852  -0.546
C -1.202 -3.019 2.670  -0.408
C -0.924 -2.021 -0.341  0.392
C -0.693 -3.390 -0.486  -1.155
C -1.213 -4.091 -1.563  -0.708
C -1.976 -3.439 -2.521  -0.662
C -2.201 -2.075 -2.397  -0.797
C -1.667 -1.374 -1.327  0.171
H -6.362 2.443 2.856  0.382
H -4.731 2.094 3.430  -0.038
H -6.130 1.311 4.200  0.258
H -4.477 -1.690 2.324  0.413
H -4.770 -0.913 3.873  0.554
H -2.365 -0.902 3.384  -0.132
H -2.978 0.725 3.451  -0.008
H -2.993 0.871 0.980  0.336
H -2.733 -0.848 0.860  0.384
H -2.250 3.297 3.395  0.473
H -2.747 3.385 5.797  0.416
H -1.477 1.960 7.379  0.373
H 0.316 0.479 6.530  0.456
H 0.846 0.434 4.126  0.372
H -0.484 4.531 2.313  0.517
H -1.408 6.357 0.961  0.383
H -2.472 5.881 -1.218  0.368
H -2.571 3.551 -2.056  0.551
H -1.674 1.712 -0.686  0.051
H 1.775 -1.470 3.056  0.458
H 1.726 -2.755 5.165  0.466
H -0.213 -4.208 5.682  0.379
H -2.083 -4.380 4.070  0.418
H -2.021 -3.108 1.965  0.423
H -0.084 -3.915 0.241  0.466
H -1.012 -5.151 -1.656  0.405
H -2.383 -3.986 -3.361  0.411
H -2.781 -1.549 -3.146  0.422
H -1.818 -0.304 -1.270  0.126
Se 4.642 1.395 -1.547  -0.200
Se 5.438 3.632 -1.623  -0.319
Te 4.092 4.692 0.210  -0.094
Se 1.838 4.675 -0.895  -0.440
Br 5.360 -3.632 -2.652  -0.189
C 5.065 -2.915 -0.900  0.071
C 5.853 -3.380 0.143  -0.383
C 5.605 -2.843 1.395  -0.430
C 4.608 -1.890 1.540  -0.952
C 3.899 -1.506 0.417  -0.385
N 4.121 -2.018 -0.797  0.075
H 6.621 -4.119 -0.028  0.417
H 6.193 -3.164 2.246  0.393
H 4.395 -1.427 2.494  0.457
H 3.118 -0.759 0.488  0.932
N 3.692 -2.971 -9.180  -0.560
C 3.357 -2.594 -8.146  -0.015
C 2.930 -2.119 -6.861  0.659
C 3.818 -1.422 -6.042  -0.893
C 3.401 -0.951 -4.812  -0.279
C 2.086 -1.168 -4.385  0.324
C 1.205 -1.879 -5.210  -0.290
C 1.620 -2.351 -6.439  -0.731
C 1.650 -0.645 -3.134  -0.042
C 1.293 -0.136 -2.082  0.322
H 4.834 -1.255 -6.373  0.440
H 4.075 -0.406 -4.162  0.415
H 0.195 -2.057 -4.861  0.563
H 0.940 -2.899 -7.078  0.445
S 2.609 2.094 2.486  -0.299
C 1.385 1.441 1.485  0.246
C -0.655 2.033 -6.105  -1.066
C -0.612 3.195 -5.109  -0.328
C 0.100 2.823 -3.894  -0.100
N 0.676 2.541 -2.947  0.078
H -1.250 2.309 -6.974  0.369
H -1.095 1.148 -5.646  0.274
H 0.349 1.774 -6.436  0.313
H -1.615 3.514 -4.821  0.230
H -0.105 4.066 -5.527  0.291

For the HOMO energy (alpha / beta), the calculation gives -3.5 / -3.7 eV. Its orbital gap (alpha / beta) is 5.43 / 5.64 eV. Its spin multiplicity is 2. As for the total charge: -1. For the lowest unoccupied orbital energy (alpha / beta), the calculation gives 1.9 / 1.9 eV. As for the energy relative to the best compared isomer or geometry (same formula, charge and spin): 214.79 kJ/mol.

***

Record 3
The following is a quantum chemistry calculation of 3 unconnected molecules or ions with the total composition C23H45F5IN2O8P2, from the OMol25 dataset.

Each line ends with the Mulliken charge.
Atoms and positions in Å:
F 2.421 -4.982 -1.729  -0.260
C 1.647 -4.087 -2.346  0.606
F 0.851 -4.757 -3.174  -0.261
F 0.940 -3.474 -1.377  -0.166
C 2.559 -3.074 -3.089  0.795
F 3.530 -3.829 -3.672  -0.327
F 3.173 -2.305 -2.162  -0.207
C 1.903 -2.259 -4.190  -1.265
C 0.449 -1.857 -3.930  -0.900
C 0.282 -0.907 -2.728  -0.847
N -1.055 -1.043 -2.133  0.242
C -1.395 -1.162 -0.814  -0.390
C -2.740 -1.267 -0.746  -0.961
N -3.204 -1.204 -2.033  0.343
C -4.586 -1.261 -2.519  -0.645
C -5.407 -2.395 -1.897  -0.756
C -4.648 -3.727 -1.791  -0.816
I -5.484 -4.880 -0.197  0.082
C -2.171 -1.053 -2.851  -0.080
H 2.516 -1.367 -4.335  0.396
H 1.947 -2.797 -5.135  0.427
H -0.216 -2.719 -3.880  0.587
H 0.121 -1.306 -4.815  0.579
H 1.061 -1.010 -1.979  0.494
H 0.335 0.116 -3.105  0.349
H -0.698 -1.158 0.005  0.748
H -3.374 -1.389 0.115  0.558
H -5.078 -0.298 -2.392  0.279
H -4.527 -1.437 -3.595  0.337
H -6.308 -2.583 -2.477  0.419
H -5.686 -2.083 -0.890  0.472
H -3.600 -3.596 -1.538  0.219
H -4.692 -4.300 -2.713  0.474
H -2.291 -0.962 -3.917  0.438
O 7.471 -1.526 4.038  -0.776
P 6.313 -1.746 3.160  0.906
O 6.649 -1.136 1.704  -0.221
C 7.746 -1.678 0.956  -0.353
C 7.461 -3.072 0.428  -0.811
O 5.233 -0.640 3.673  -0.335
C 5.314 -0.086 4.991  -0.363
C 5.895 1.311 4.947  -1.098
O 5.231 -2.851 2.788  -0.283
C 3.886 -2.572 2.395  -0.412
C 3.756 -1.885 1.055  -0.254
H 8.646 -1.676 1.575  0.312
H 7.916 -0.993 0.126  0.310
H 7.348 -3.789 1.245  0.270
H 8.277 -3.410 -0.210  0.408
H 6.534 -3.089 -0.146  0.064
H 5.897 -0.729 5.647  0.377
H 4.296 -0.058 5.386  0.318
H 6.813 1.334 4.361  0.280
H 6.109 1.675 5.952  0.374
H 5.193 2.001 4.474  0.290
H 3.359 -2.023 3.173  0.251
H 3.403 -3.550 2.341  0.371
H 4.079 -0.846 1.106  0.347
H 2.710 -1.896 0.738  0.096
H 4.355 -2.386 0.295  -0.054
O -5.211 2.520 -0.170  -0.778
P -4.345 3.688 0.084  0.937
O -3.638 3.491 1.526  -0.243
C -2.802 2.355 1.716  -0.275
C -1.503 2.442 0.936  -0.860
O -5.383 4.872 0.452  -0.355
C -6.757 4.824 0.046  -0.340
C -7.644 4.441 1.211  -1.110
O -3.295 4.607 -0.658  -0.288
C -3.080 6.008 -0.382  -0.178
C -2.475 6.296 0.971  -0.911
H -3.352 1.450 1.437  0.190
H -2.595 2.296 2.784  0.338
H -1.701 2.433 -0.140  0.222
H -0.865 1.591 1.178  0.358
H -0.962 3.361 1.157  0.235
H -6.890 4.138 -0.790  0.349
H -7.016 5.822 -0.311  0.328
H -7.265 3.554 1.718  0.277
H -8.663 4.246 0.874  0.374
H -7.673 5.244 1.947  0.314
H -3.996 6.573 -0.536  0.245
H -2.389 6.337 -1.158  0.346
H -3.191 6.134 1.775  0.275
H -2.163 7.340 1.006  0.409
H -1.607 5.665 1.160  0.160

For the HOMO energy, the calculation gives -11.9 eV. Its orbital gap is 8.99 eV. As for the total charge: +1. For the lowest unoccupied orbital energy, the calculation gives -2.9 eV.

***

Record 4
The following is a quantum chemistry calculation of a molecular structure, C6H9NS, from the OMol25 dataset.

Each line ends with the natural charge from an NBO analysis.
Atoms and positions in Å:
C 0.772 1.781 0.326  -0.612
C 0.429 0.327 0.058  0.043
C 0.015 -1.385 -0.654  -0.107
C 0.151 -1.720 0.877  -0.179
C 0.444 -0.507 1.384  -0.193
C -0.866 -0.062 -0.585  -0.299
H 1.664 1.700 1.021  0.214
H -0.033 2.181 0.933  0.224
H 0.919 2.233 -0.587  0.208
H 1.232 -0.109 -1.857  0.356
H -0.270 -2.184 -1.256  0.204
H -0.090 -2.766 1.171  0.226
H 0.885 -0.243 2.320  0.222
H -0.987 0.300 -1.635  0.211
H -2.930 0.900 -0.866  0.142
N 1.218 -0.465 -0.871  -0.596
S -2.553 0.019 0.219  -0.065

For the HOMO energy, the calculation gives -9.0 eV. Its orbital gap is 9.76 eV. For the lowest unoccupied orbital energy, the calculation gives 0.7 eV. As for the energy relative to the best compared isomer or geometry (same formula, charge and spin): 329.35 kJ/mol.

***

Number 1: DFT total energy -352.27086 Eh. Number 2: DFT total energy -13560.97657 Eh. Number 3: DFT total energy -3094.49316 Eh. Number 4: DFT total energy -686.83738 Eh.